{"formula": "C16H50N4O9", "method": "ωB97M-V with the def2-TZVPD basis set", "species": ["N", "C", "N", "O", "H", "H", "H", "H", "N", "C", "N", "O", "H", "H", "H", "H", "C", "C", "O", "H", "H", "H", "H", "H", "H", "C", "C", "O", "H", "H", "H", "H", "H", "H", "C", "C", "O", "H", "H", "H", "H", "H", "H", "C", "C", "O", "H", "H", "H", "H", "H", "H", "C", "C", "O", "H", "H", "H", "H", "H", "H", "C", "C", "O", "H", "H", "H", "H", "H", "H", "C", "C", "O", "H", "H", "H", "H", "H", "H"], "xyz": [[4.74142, 5.41811, -2.05203], [3.88527, 5.16144, -1.11638], [4.37906, 4.29554, -0.29080], [2.75229, 5.51841, -1.12413], [4.44904, 6.03809, -2.79380], [5.73853, 5.41281, -1.89127], [5.25952, 3.86062, -0.52692], [3.83843, 3.86423, 0.44525], [0.15344, 5.38221, 2.25067], [-0.28782, 6.58745, 2.59135], [0.10976, 7.50056, 1.72718], [-0.92293, 6.90252, 3.61546], [0.77468, 5.13410, 1.49396], [0.11920, 4.73131, 3.02220], [-0.23427, 8.45014, 1.73363], [0.58038, 7.21427, 0.88063], [-2.89464, -2.65960, -4.19909], [-2.59152, -2.75010, -2.72360], [-1.58744, -3.72442, -2.49578], [-3.59909, -1.84841, -4.38294], [-3.33786, -3.58315, -4.57153], [-2.05194, -2.65714, -4.89044], [-3.40214, -3.05084, -2.05985], [-2.28928, -1.76626, -2.36471], [-1.52872, -3.88469, -1.55108], [-0.15655, 0.01861, 1.36971], [0.33348, -1.42385, 1.24317], [-0.72670, -2.29746, 1.39452], [-0.62976, 0.18703, 2.33708], [-0.78657, 0.23745, 0.50758], [0.71206, 0.67659, 1.34414], [1.19963, -1.63306, 1.87096], [0.77342, -1.66956, 0.27664], [-1.44667, -1.79782, 1.78647], [-4.00935, 3.21012, 0.94088], [-5.40885, 3.72577, 0.47078], [-5.34290, 3.70503, -0.92519], [-3.86337, 3.18106, 2.02066], [-3.20789, 3.87185, 0.61244], [-3.79999, 2.27743, 0.41708], [-5.48333, 4.76458, 0.79238], [-6.21215, 3.10853, 0.87303], [-4.81418, 4.43741, -1.25029], [3.05601, -5.27962, -4.92780], [2.84152, -3.82609, -4.69728], [2.67815, -3.54328, -3.32438], [3.04809, -5.40593, -6.01043], [2.36111, -5.99844, -4.49362], [3.92451, -5.52823, -4.31786], [2.01044, -3.55399, -5.34793], [3.56932, -3.14645, -5.14056], [1.76006, -3.29044, -3.20278], [3.78430, -5.45050, 3.74344], [4.32297, -5.88365, 5.13103], [5.69641, -5.58646, 5.11032], [4.14256, -4.47744, 3.40743], [2.70743, -5.43526, 3.57555], [4.22718, -6.03887, 2.93984], [4.04502, -6.92220, 5.31066], [3.85514, -5.31576, 5.93522], [5.81388, -5.21597, 5.98813], [-4.47122, -0.76466, 5.45845], [-4.96215, -1.89177, 4.51709], [-4.49554, -1.54203, 3.26170], [-3.42360, -0.52383, 5.27791], [-4.74999, -0.73457, 6.51177], [-4.96238, 0.18015, 5.22562], [-6.04050, -2.04541, 4.55777], [-4.49758, -2.80243, 4.89524], [-5.28598, -1.29296, 2.77718], [1.74709, 1.14003, -3.46724], [0.63993, 0.98920, -4.47354], [0.72810, 1.96000, -5.45184], [1.80819, 2.05397, -2.87640], [2.79463, 1.04126, -3.75184], [1.53368, 0.34090, -2.75734], [-0.38256, 1.03299, -4.09844], [0.92893, 0.02843, -4.89955], [0.06312, 2.60241, -5.19352]], "smiles": "NC(N)=O.NC(N)=O.CCO.CCO.CCO.CCO.CCO.CCO.CCO", "e_homo_ev": -9.72, "lumo_energy_ev": 0.149, "gap_ha": 0.363, "e_above_lowest_kj_mol": 443.4}

---

{"formula": "C16H51NO15", "method": "ωB97M-V with the def2-TZVPD basis set", "species": ["C", "O", "C", "C", "N", "C", "C", "O", "C", "H", "H", "H", "H", "H", "H", "H", "H", "H", "H", "H", "H", "H", "H", "H", "O", "H", "H", "O", "H", "H", "O", "H", "H", "C", "C", "O", "O", "H", "H", "H", "H", "H", "H", "C", "C", "O", "O", "H", "H", "H", "H", "H", "H", "C", "C", "O", "O", "H", "H", "H", "H", "H", "H", "C", "C", "O", "O", "H", "H", "H", "H", "H", "H", "C", "C", "O", "O", "H", "H", "H", "H", "H", "H"], "xyz": [[-9.91517, 5.14282, -17.16737], [-8.60311, 4.65483, -17.11357], [-8.35158, 3.50351, -18.00327], [-7.80331, 3.85850, -19.45535], [-8.87465, 4.36786, -20.24216], [-8.32128, 5.03739, -21.45931], [-9.37816, 5.52851, -22.37271], [-10.07006, 6.53663, -21.70171], [-11.41764, 6.57796, -22.10497], [-10.12084, 5.77404, -18.03187], [-10.05757, 5.81891, -16.32432], [-10.69214, 4.38779, -17.04764], [-9.32057, 3.01201, -18.09041], [-7.66910, 2.98124, -17.33278], [-7.39315, 3.05204, -20.06320], [-6.92153, 4.49323, -19.36753], [-9.35976, 5.13164, -19.79335], [-7.74882, 4.24757, -21.94570], [-7.69350, 5.87823, -21.16437], [-9.83869, 4.66128, -22.84592], [-8.85745, 6.04054, -23.18189], [-12.00935, 5.72678, -21.76810], [-11.51707, 6.65715, -23.18753], [-11.91919, 7.48142, -21.75814], [-5.70894, 7.55590, -20.62461], [-5.98087, 8.01952, -19.83256], [-6.16808, 8.00435, -21.33476], [-2.98728, 8.84300, -20.02722], [-3.75871, 8.57534, -20.52671], [-2.95156, 8.22921, -19.29359], [-4.10902, 5.58536, -22.28955], [-4.49374, 5.74142, -21.42706], [-3.38506, 4.98153, -22.12370], [-3.71297, 4.33022, -17.38577], [-4.71680, 5.35812, -17.88820], [-4.18062, 6.56610, -17.38461], [-3.82363, 4.23699, -15.93546], [-2.63906, 4.35137, -17.57111], [-4.01287, 3.37352, -17.81343], [-5.72253, 5.17071, -17.51205], [-4.92964, 5.28160, -18.95448], [-4.55092, 6.67084, -16.50512], [-2.91461, 4.16017, -15.63651], [-8.83129, 10.65039, -23.48268], [-8.77693, 9.22051, -23.03218], [-7.32908, 9.05509, -22.73674], [-8.34203, 10.92927, -24.78654], [-8.43898, 11.37922, -22.77346], [-9.86469, 10.97641, -23.36473], [-9.20876, 8.54782, -23.77320], [-9.44240, 9.09228, -22.17848], [-6.81862, 9.10384, -23.54833], [-7.41938, 10.66627, -24.82066], [-4.49775, 10.39788, -24.83766], [-3.93499, 9.77160, -23.55525], [-3.41751, 8.52256, -23.92276], [-5.80113, 9.93945, -25.27912], [-3.74986, 10.24824, -25.61636], [-4.70252, 11.45886, -24.69451], [-4.66628, 9.70406, -22.74979], [-3.02970, 10.33922, -23.33998], [-4.12958, 7.91652, -23.70535], [-5.78346, 10.01003, -26.23636], [-6.45818, 11.18927, -20.10735], [-7.44973, 12.10897, -19.38807], [-7.57829, 13.26358, -20.04200], [-6.44365, 9.98597, -19.51439], [-5.45521, 11.60698, -20.01978], [-6.63820, 11.08353, -21.17717], [-7.38863, 12.13710, -18.30014], [-8.37153, 11.61005, -19.68721], [-8.03651, 13.82359, -19.41111], [-5.97690, 10.17608, -18.69732], [-9.26754, 8.80015, -17.41275], [-8.08401, 8.13157, -16.71003], [-7.48910, 8.95572, -15.64972], [-10.31873, 8.85276, -16.43032], [-9.64460, 8.31714, -18.31422], [-9.00675, 9.83023, -17.65565], [-7.33106, 7.89876, -17.46300], [-8.41577, 7.15755, -16.35039], [-7.14361, 8.16518, -15.22866], [-10.04630, 9.44267, -15.72365]], "e_homo_ev": [-11.70, -11.70], "s2": 0.754, "multiplicity": 2, "lumo_energy_ev": [-2.460, -8.285], "gap_ha": [0.340, 0.125], "total_charge": 1, "e_above_lowest_kj_mol": 72.0}

---

{"formula": "C16H52B2F4N4O4", "method": "ωB97M-V with the def2-TZVPD basis set", "species": ["B", "H", "H", "H", "H", "C", "C", "C", "O", "C", "N", "H", "H", "H", "H", "H", "H", "H", "H", "H", "H", "H", "H", "C", "C", "C", "O", "C", "N", "H", "H", "H", "H", "H", "H", "H", "H", "H", "H", "H", "H", "C", "C", "C", "O", "C", "N", "H", "H", "H", "H", "H", "H", "H", "H", "H", "H", "H", "H", "C", "C", "C", "O", "C", "N", "H", "H", "H", "H", "H", "H", "H", "H", "H", "H", "H", "H", "B", "F", "F", "F", "F"], "xyz": [[-4.30910, 4.48540, 4.24622], [0.88140, -3.32712, -4.81941], [6.87352, -8.39432, -0.41814], [5.64825, 5.59857, 3.03642], [-5.31389, 7.21744, 9.82430], [-6.20763, 5.80808, -0.47625], [-5.61265, 5.20801, 0.78948], [-4.75465, 4.02898, 0.61806], [-3.55308, 4.36549, -0.11302], [-2.79387, 3.15592, -0.36134], [-4.80913, 6.25684, 1.51300], [-4.03139, 6.50781, 0.82700], [-5.34759, 7.09605, 1.68764], [-4.33517, 5.90476, 2.38488], [-5.52130, 5.91101, -1.39992], [-6.64453, 6.81355, -0.21464], [-7.10579, 5.26826, -0.84061], [-6.34457, 4.80189, 1.50997], [-5.13499, 3.18407, 0.05850], [-4.55655, 3.62003, 1.65013], [-2.37416, 2.82341, 0.63194], [-1.87712, 3.40750, -0.95992], [-3.28552, 2.31112, -0.84159], [-1.43628, 2.55140, 4.37815], [-2.64576, 1.66208, 4.47362], [-2.21400, 0.25033, 4.73360], [-1.37707, -0.17566, 3.70322], [-1.43888, -1.45813, 3.27402], [-3.64535, 2.00728, 5.56478], [-4.26681, 1.21661, 5.69220], [-3.16587, 2.40857, 6.42539], [-4.23278, 2.87823, 5.27540], [-0.90578, 2.11086, 3.56404], [-0.87688, 2.65619, 5.38747], [-1.77166, 3.55738, 4.00946], [-3.16266, 1.67894, 3.56419], [-3.14444, -0.31468, 4.69348], [-1.64712, 0.11662, 5.66243], [-1.25800, -2.19911, 4.04385], [-0.71690, -1.61149, 2.45229], [-2.49763, -1.50105, 2.78409], [3.23815, 2.40589, -0.18478], [3.02341, 2.44562, -1.71541], [4.28557, 2.82048, -2.50063], [3.93420, 2.53085, -3.86907], [5.03813, 2.41347, -4.75708], [2.58552, 1.05688, -2.17583], [1.97163, 0.55901, -1.49787], [2.09293, 1.22958, -3.06756], [3.34109, 0.48881, -2.50918], [4.14513, 1.93751, 0.16189], [2.43249, 1.92334, 0.38006], [3.32332, 3.40289, 0.22112], [2.15522, 3.03149, -1.94162], [5.18635, 2.26875, -2.25351], [4.55859, 3.85515, -2.40302], [4.74934, 2.41446, -5.81702], [5.58164, 1.50785, -4.51068], [5.78758, 3.20813, -4.57741], [4.39251, -8.88875, -1.76139], [3.50836, -9.41496, -2.92106], [2.17518, -8.74224, -2.89116], [2.36344, -7.52632, -3.55815], [1.10840, -6.86910, -3.69153], [4.11249, -9.03317, -4.14684], [4.01532, -9.81647, -4.81407], [3.57617, -8.29252, -4.49294], [5.10452, -8.76120, -4.08822], [4.09873, -9.27221, -0.76147], [4.36691, -7.78896, -1.93763], [5.45498, -9.22601, -1.92570], [3.48023, -10.51303, -2.81258], [1.97742, -8.56427, -1.80851], [1.43530, -9.34437, -3.38725], [1.27747, -5.91043, -4.29875], [0.73884, -6.72819, -2.69037], [0.44383, -7.54984, -4.18828], [-0.03901, 0.96263, 0.25159], [-1.26906, 0.45265, 0.77565], [-0.20339, 1.08758, -1.19046], [0.22703, 2.23681, 0.84278], [1.13738, 0.11515, 0.49954]], "e_homo_ev": -9.36, "lumo_energy_ev": -8.425, "gap_ha": 0.034, "total_charge": 2}